No. 1
{"formula": "C5H8O", "method": "ωB97M-V with the def2-TZVPD basis set", "elements": ["C", "C", "C", "C", "O", "C", "H", "H", "H", "H", "H", "H", "H", "H"], "xyz": [[1.55513, -0.30268, 0.43246], [0.60627, 0.56083, -0.35475], [-0.67171, 0.03787, -0.90940], [-1.28154, -0.81962, 0.19358], [-1.20491, 0.25727, 1.15353], [-0.72912, 1.10981, 0.12743], [1.24969, -1.26934, 0.85096], [2.09553, 0.26490, 1.21290], [2.08241, -0.54520, -0.49985], [1.18709, 1.27177, -0.94944], [-0.93734, 0.01929, -1.95565], [-0.72665, -1.70676, 0.52388], [-2.32464, -1.05945, -0.00190], [-0.90020, 2.18131, 0.17625]], "e_above_lowest_kj_mol": 286.5, "e_tot_ev": -7359.286}

***

No. 2
{"formula": "C5H8O", "method": "ωB97M-V with the def2-TZVPD basis set", "elements": ["C", "C", "C", "C", "C", "O", "H", "H", "H", "H", "H", "H", "H", "H"], "xyz": [[-1.02826, -1.60154, -0.33078], [-0.01099, -0.85812, 0.11188], [-1.04063, 0.14883, 0.55388], [1.45622, -0.92936, 0.06811], [-0.94863, 1.47952, -0.27179], [-2.01687, -0.81685, 0.13319], [-1.10598, -2.47816, -0.80349], [-1.24713, 0.28035, 1.67705], [2.09684, -0.31705, -0.61577], [1.91628, -1.90978, -0.05258], [1.69592, -0.56318, 1.06723], [-1.22651, 1.41213, -1.31368], [0.09152, 1.78677, -0.14453], [-1.72951, 2.01066, 0.12424]], "e_above_lowest_kj_mol": 279.5, "e_tot_ev": -7359.358}

***

No. 3
{"formula": "C5H8O", "method": "ωB97M-V with the def2-TZVPD basis set", "elements": ["C", "C", "C", "C", "C", "O", "H", "H", "H", "H", "H", "H", "H", "H"], "xyz": [[-1.39344, -0.25217, -0.41767], [-0.72640, -0.04129, 0.96596], [0.52856, 0.31726, 0.18761], [-0.24893, 0.55848, -1.10008], [1.78758, -0.39397, 0.34243], [1.64680, 0.98178, 0.71040], [-2.40369, 0.14209, -0.53620], [-1.38072, -1.31057, -0.69346], [-1.14336, 0.80156, 1.52659], [-0.64228, -0.90333, 1.63677], [-0.51861, 1.60830, -1.25723], [0.19157, 0.17602, -2.02750], [1.84943, -1.10971, 1.16246], [2.45349, -0.57444, -0.50009]], "e_above_lowest_kj_mol": 196.8, "e_tot_ev": -7360.215}

***

No. 4
{"formula": "C5H8O", "method": "ωB97M-V with the def2-TZVPD basis set", "elements": ["C", "C", "C", "C", "C", "O", "H", "H", "H", "H", "H", "H", "H", "H"], "xyz": [[0.82594, 0.15117, 1.40221], [0.86752, 0.07498, -0.10773], [0.25870, -1.05798, -0.85632], [-0.37206, 0.31434, -0.95857], [-1.67674, 0.56383, -0.30982], [-2.45140, 1.42422, -0.66178], [0.02489, -0.46577, 1.82433], [1.77193, -0.20767, 1.82105], [0.67369, 1.18301, 1.74624], [1.76672, 0.50108, -0.54809], [-0.28386, -1.80304, -0.27748], [0.75354, -1.44997, -1.74065], [-0.23268, 0.87617, -1.87636], [-1.92617, -0.10436, 0.54298]], "e_above_lowest_kj_mol": 109.4, "e_tot_ev": -7361.122}

***

No. 5
{"formula": "C5H8O", "method": "ωB97M-V with the def2-TZVPD basis set", "elements": ["O", "C", "C", "C", "C", "C", "H", "H", "H", "H", "H", "H", "H", "H"], "xyz": [[-0.78313, -2.57071, 0.10565], [-0.30493, -1.45025, 0.18723], [0.32836, -0.71838, -0.98956], [-0.06158, 0.74918, -0.84804], [0.28013, 1.20448, 0.55163], [-0.30833, -0.68746, 1.43140], [1.41729, -0.84849, -0.92468], [-0.01810, -1.16451, -1.92279], [0.43563, 1.38204, -1.59186], [-1.14226, 0.85648, -0.98499], [-0.28326, 2.05821, 0.93537], [1.35777, 1.41840, 0.66642], [0.37930, 0.28951, 1.52684], [-1.29689, -0.51850, 1.85737]], "e_above_lowest_kj_mol": 365.7, "e_tot_ev": -7358.465}

***

No. 6
{"formula": "C5H8O", "method": "ωB97M-V with the def2-TZVPD basis set", "elements": ["C", "C", "C", "C", "O", "C", "H", "H", "H", "H", "H", "H", "H", "H"], "xyz": [[1.35276, 0.12494, -0.30573], [0.50752, -0.17339, 0.96763], [-0.86714, 0.23939, 0.88909], [-1.39095, -0.49381, -0.28238], [-0.42614, -1.41223, -0.83865], [0.76470, -1.20636, -0.16126], [0.94756, 0.80515, -1.04901], [2.40461, 0.26642, -0.07776], [1.06554, -0.12831, 1.89790], [-0.72898, 2.95269, -0.41391], [-0.91247, 2.49263, 0.14524], [-1.77193, 0.19800, -1.04720], [-2.25019, -1.08782, 0.06057], [1.35662, -2.10111, 0.00177]], "e_above_lowest_kj_mol": 521.1, "e_tot_ev": -7356.855}

***

| no. | frontier orbital gap (eV) | E_LUMO (eV) |
| --- | --- | --- |
| 1 | 9.94 | 1.106 |
| 2 | 9.29 | 1.059 |
| 3 | 11.17 | 1.075 |
| 4 | 10.78 | 1.043 |
| 5 | 8.98 | 0.260 |
| 6 | 8.76 | 0.104 |